[1]
{"formula": "C37H36BF11N9O5S2SeTeY", "method": "the ωB97M-V functional and the def2-TZVPD basis", "symbols": ["Y", "C", "C", "C", "C", "N", "N", "B", "N", "N", "C", "C", "C", "C", "C", "C", "C", "C", "C", "C", "N", "N", "C", "C", "C", "C", "C", "C", "C", "C", "C", "C", "C", "C", "C", "C", "C", "C", "H", "H", "H", "H", "H", "H", "H", "H", "H", "H", "H", "H", "H", "H", "H", "H", "H", "H", "H", "H", "H", "H", "H", "H", "H", "H", "H", "H", "F", "C", "F", "F", "S", "O", "O", "N", "S", "O", "O", "C", "F", "F", "F", "C", "N", "C", "C", "N", "C", "C", "Se", "H", "H", "H", "H", "H", "H", "H", "H", "F", "Te", "F", "F", "F", "F", "O"], "positions_angstrom": [[-0.29851, 0.57336, 0.16496], [-2.10666, 0.62728, 5.60138], [-2.18640, 0.98130, 4.16065], [-3.06420, 1.85076, 3.54771], [-2.71251, 1.83079, 2.18953], [-1.68952, 0.98090, 2.00771], [-1.37450, 0.47740, 3.20951], [-0.23919, -0.55961, 3.34920], [1.10360, 0.11837, 2.97530], [1.48644, 0.32152, 1.70749], [2.66676, 0.96376, 1.74382], [3.04288, 1.17153, 3.07473], [2.01397, 0.63785, 3.82442], [1.90498, 0.65704, 5.30429], [3.38176, 1.47391, 0.59463], [4.77239, 1.53678, 0.59150], [5.44340, 2.08327, -0.48718], [4.74753, 2.65438, -1.55058], [3.37016, 2.61350, -1.56758], [2.66514, 2.00830, -0.50788], [-0.54975, -1.72854, 2.39804], [-0.36533, -1.71540, 1.05391], [-0.70032, -2.93809, 0.60186], [-1.15028, -3.71785, 1.67669], [-1.04339, -2.92107, 2.79219], [-1.38024, -3.29830, 4.19117], [-0.54803, -3.47047, -0.75099], [-0.50726, -2.67496, -1.89126], [-0.37129, -3.24034, -3.14661], [-0.27599, -4.61297, -3.29713], [-0.30897, -5.42208, -2.17277], [-0.43969, -4.85684, -0.91705], [-3.33805, 2.55498, 1.10609], [-4.60738, 3.02877, 1.17194], [-5.17055, 3.82540, 0.13038], [-4.49207, 4.10514, -0.99864], [-3.17872, 3.51638, -1.24454], [-2.57142, 2.74261, -0.12947], [-2.86371, 1.17815, 6.15185], [-2.28019, -0.43566, 5.75336], [-1.12470, 0.86739, 6.00241], [-3.82973, 2.43495, 4.01713], [-0.17655, -0.94122, 4.46399], [3.90422, 1.70366, 3.42152], [2.83097, 1.04303, 5.72275], [1.09186, 1.30806, 5.62024], [1.71863, -0.33782, 5.69971], [5.32413, 1.10776, 1.41477], [6.52374, 2.05535, -0.51090], [5.29703, 3.10236, -2.36602], [2.81179, 3.03708, -2.39092], [1.70030, 1.55166, -0.70747], [-1.53642, -4.71455, 1.64448], [-1.77651, -4.31141, 4.20717], [-0.49859, -3.25978, 4.82874], [-2.13084, -2.62910, 4.60572], [-0.60782, -1.60562, -1.79310], [-0.35769, -2.60407, -4.01515], [-0.18142, -5.04923, -4.28114], [-0.23331, -6.49691, -2.27645], [-0.43885, -5.50379, -0.05295], [-5.19483, 2.85665, 2.05981], [-6.14892, 4.25576, 0.29371], [-4.86772, 4.80475, -1.72672], [-2.52457, 4.01380, -1.95452], [-1.49258, 2.74856, -0.04723], [-5.16010, 0.91112, -2.32125], [-4.84714, -0.04194, -1.44281], [-5.72127, -1.03494, -1.61110], [-5.04383, 0.43574, -0.21384], [-3.06812, -0.69785, -1.66389], [-2.36513, -0.26946, -0.45293], [-3.28627, -2.09889, -1.79289], [-2.50316, -0.06465, -2.97696], [-1.45640, 1.14956, -2.82049], [-0.30914, 0.59907, -2.01398], [-3.06350, 2.09700, -1.28880], [-0.73690, 0.80463, -4.58199], [-0.09548, -0.36485, -4.66342], [0.17850, 1.75485, -4.87950], [-1.65774, 0.84025, -5.54256], [2.99934, -4.16242, -1.58054], [2.96520, -3.14720, -2.59392], [3.30766, -3.29365, -3.90831], [3.21074, -2.07386, -4.49010], [2.79447, -1.19345, -3.53123], [2.68058, 0.22581, -3.68991], [2.63788, -1.85632, -2.36610], [2.17630, -1.15219, -0.71534], [3.69285, -4.94713, -1.87548], [2.00166, -4.57724, -1.42264], [3.33762, -3.69754, -0.65242], [3.61020, -4.23858, -4.31437], [3.41167, -1.76449, -5.49659], [2.54013, 0.47434, -4.73968], [3.58130, 0.71862, -3.31564], [1.82746, 0.59239, -3.11964], [-0.31288, 4.77736, -0.32799], [1.19932, 3.65891, 0.29425], [2.13303, 4.94159, -0.85932], [0.42776, 2.92254, -1.50911], [0.88935, 5.03176, 1.65933], [2.91312, 3.89836, 1.32100], [0.24445, 2.48420, 1.20795]], "homo_energy_ev": -7.73, "multiplicity": 1, "orbital_gap_ev": 5.62}

[2]
{"formula": "C3H9NO2", "method": "the ωB97M-V functional and the def2-TZVPD basis", "symbols": ["C", "C", "N", "O", "H", "H", "H", "H", "H", "C", "O", "H", "H", "H", "H"], "positions_angstrom": [[-0.31799, 0.25060, -1.65679], [-0.91635, 1.10073, -0.55703], [-0.99924, 0.58296, 0.72774], [-1.34373, 2.23068, -0.76207], [-1.09369, -0.49777, -1.95209], [0.39510, -0.41127, -1.27177], [0.07064, 0.75601, -2.68252], [-1.21980, 1.17788, 1.47408], [-0.44698, -0.20806, 0.87813], [1.64434, -1.49423, 1.62342], [1.31563, -2.00036, 0.34330], [0.74177, -1.21826, 2.10040], [2.13236, -0.55168, 1.41838], [2.13876, -2.27324, 2.09319], [2.04133, -1.83943, -0.25934]], "e_above_lowest_kcal_mol": 37.5, "homo_energy_ev": -9.61, "multiplicity": 1, "orbital_gap_ev": 10.23}